A molecular structure, C16H48B4Ca2O4 at a distorted geometry, computed with ωB97M-V/def2-TZVPD.

Total energy (a.u.): -2393.9168
Kohn-Sham gap (eV): 8.60
LUMO energy (eV): 0.2

Structure (XYZ):
```
74
Properties=species:S:1:pos:R:3:forces:R:3
Ca 0.58395 2.56004 -0.27002 0.14 0.35 -0.18
Ca -0.87149 -0.67568 -1.63356 0.04 0.15 -0.60
B 0.86626 -0.82103 -3.55648 0.69 -0.27 -1.33
H 1.80664 -0.07813 -3.64322 -0.05 0.15 0.14
H 0.88264 -1.43392 -2.55341 0.51 -0.80 0.91
H -0.16957 -0.24865 -3.57503 -0.89 0.88 -0.35
H 0.83186 -1.57764 -4.50592 0.04 -0.24 0.05
B 0.50222 0.08337 0.25284 0.96 -1.07 1.73
H -0.46096 0.66366 0.45199 -1.65 0.35 0.37
H 1.25695 0.36971 1.10758 0.68 0.14 0.36
H 0.33125 -1.07787 0.23721 -0.17 -0.85 0.26
H 0.86004 0.35713 -0.79575 1.22 0.56 -1.49
B -1.71671 1.84581 -1.55562 -1.17 0.84 -0.96
H -2.19444 1.84185 -2.66293 0.04 -0.19 -0.10
H -1.72227 2.97841 -1.17801 -0.29 0.60 0.61
H -2.21988 1.05930 -0.84678 -0.76 -0.36 0.81
H -0.60016 1.60048 -1.60487 1.12 -0.85 -0.97
B 1.53411 3.03674 -2.66111 -0.42 0.59 -1.03
H 0.54193 2.72492 -3.27047 0.13 -0.32 -0.15
H 2.37986 3.53213 -3.35925 0.19 -0.10 0.08
H 1.10112 3.88021 -1.93243 -0.22 1.27 0.89
H 1.91870 2.18012 -1.94708 0.57 -1.00 0.30
C -2.40542 2.45534 3.16757 0.22 -0.41 -0.47
C -1.33279 1.49483 3.69822 -0.21 -0.73 -0.15
C -0.01850 2.06422 3.22077 0.53 0.30 0.58
O -0.33890 2.62818 1.95220 -0.07 0.08 -0.17
C -1.63276 3.23456 2.09013 -0.16 0.88 0.39
H -2.83081 3.12918 3.90588 0.03 -0.04 0.08
H -3.19262 1.85697 2.71155 -0.21 0.21 0.10
H -1.46000 0.55176 3.15575 0.08 0.03 -0.01
H -1.38232 1.20398 4.74616 0.05 0.48 0.13
H 0.75522 1.30032 3.16030 -0.05 0.01 -0.58
H 0.41256 2.86735 3.83510 -0.37 -0.03 0.23
H -2.10546 3.29364 1.11138 0.00 -0.31 -0.02
H -1.49431 4.26538 2.44091 0.09 -0.03 -0.06
C 4.95992 2.23224 0.17656 0.18 0.12 -0.09
C 4.89515 3.04409 1.47460 -0.26 -0.04 -0.30
C 3.40229 3.39373 1.56917 0.13 -0.04 0.28
O 2.72325 2.51608 0.65445 -0.07 0.18 0.31
C 3.63519 1.51156 0.21518 0.35 -1.01 -0.49
H 5.82882 1.57889 0.10902 -0.09 -0.10 0.14
H 4.99088 2.89113 -0.69359 -0.10 0.03 0.02
H 5.51053 3.93863 1.43518 0.11 -0.03 0.18
H 5.17127 2.41174 2.31742 0.18 0.12 0.05
H 3.19311 4.42893 1.29885 -0.04 -0.04 -0.21
H 3.01201 3.22689 2.57670 -0.02 -0.03 -0.01
H 3.30410 1.08307 -0.73046 -0.08 0.55 -0.21
H 3.63542 0.62867 0.87021 0.03 0.42 0.48
C 1.11473 -4.95034 -1.29459 0.49 1.17 -0.93
C -0.27595 -5.46180 -1.65370 -0.05 -0.14 0.92
C -1.01838 -4.17605 -1.98168 0.14 -0.44 -1.57
O -0.41935 -3.12642 -1.23977 -0.20 0.30 -0.09
C 0.85496 -3.53994 -0.74602 0.10 -0.91 1.57
H 1.71063 -4.78111 -2.19736 -0.07 -0.39 -0.07
H 1.71598 -5.54362 -0.61212 -0.22 -0.18 0.08
H -0.69920 -5.96107 -0.77653 -0.14 -0.01 -0.10
H -0.28942 -6.15439 -2.49066 0.03 -0.04 0.00
H -2.10282 -4.20929 -1.86658 0.05 0.07 0.59
H -0.87709 -4.00360 -3.05976 0.15 0.32 0.12
H 0.76683 -3.58686 0.35172 -0.06 0.02 -0.08
H 1.66198 -2.83295 -0.92146 -0.27 0.19 -0.60
C -3.36689 -3.19519 0.88260 -0.13 0.10 -0.01
C -4.52173 -2.25752 0.47457 0.34 -0.78 -0.25
C -3.78334 -1.06397 -0.14996 -1.15 1.32 1.09
O -2.37982 -1.30850 -0.07526 -0.87 -0.90 0.15
C -2.20977 -2.23929 0.99959 0.78 0.27 0.90
H -3.15826 -3.91756 0.09341 -0.04 -0.05 0.04
H -3.56967 -3.72879 1.80887 0.05 -0.04 0.00
H -5.08081 -1.94745 1.35433 -0.03 0.09 -0.03
H -5.20619 -2.79077 -0.18348 -0.03 0.24 -0.15
H -4.01804 -0.20498 0.49739 0.34 0.02 -0.02
H -4.12157 -0.69068 -1.11560 0.42 -0.62 -0.39
H -2.19427 -1.69803 1.95908 -0.51 0.18 -0.15
H -1.21042 -2.66213 0.97605 -0.09 -0.20 -0.56
```
Positions in Å, forces in eV/Å.